C4H17NO5 | the ωB97M-V functional and the def2-TZVPD basis

Geometry (Å):
1 C 1.983 -0.996 -0.194
2 N 1.051 -1.539 0.482
3 C 0.408 -1.101 1.618
4 C 0.007 0.193 1.753
5 C -1.084 0.793 2.563
6 H 2.443 -0.078 0.145
7 H 2.200 -1.626 -1.093
8 H 0.248 -1.831 2.375
9 H 0.432 0.708 0.882
10 H -2.085 0.499 2.452
11 H -1.048 1.894 2.396
12 H -0.755 0.512 3.536
13 O 2.337 2.405 0.485
14 H 1.885 2.145 -0.342
15 H 2.222 1.778 1.174
16 O -2.412 -1.919 -1.131
17 H -2.564 -1.261 -1.835
18 H -1.440 -2.139 -1.212
19 O 0.883 1.598 -1.650
20 H 0.832 2.376 -2.284
21 H 0.039 1.397 -1.280
22 O -0.013 -1.862 -2.470
23 H 0.663 -2.527 -2.478
24 H 0.294 -1.177 -3.108
25 O -2.095 0.960 -0.420
26 H -1.598 0.125 -0.496
27 H -2.832 0.674 0.134

Values from the calculation:
structure (SMILES): C=N/C=C/C.O.O.O.O.O
ΔE to the lowest compared entry with this formula, charge and spin: 304.91 kJ/mol
gap between HOMO and LUMO: 8.802 eV